Below is a cluster of 11 separate species, C10H42O16 in total, with properties calculated with ωB97M-V/def2-TZVPD.

XYZ file:
```
68
Properties=species:S:1:pos:R:3:forces:R:3:mulliken_charge:R:1
O 1.890 2.627 1.584 -0.1 0.9 0.3 -0.450
C 2.125 1.738 2.653 -0.2 -1.0 -0.6 -0.493
C 1.016 0.690 2.762 0.9 -0.5 0.3 0.729
O 0.019 0.995 3.721 -0.6 0.2 -0.3 -0.624
H 1.800 2.116 0.768 0.3 -0.2 -0.1 0.238
H 3.071 1.216 2.473 0.1 -0.1 0.1 0.156
H 2.212 2.247 3.611 -0.1 0.4 -0.2 0.405
H 1.465 -0.245 3.110 -0.1 0.0 0.1 0.268
H 0.630 0.459 1.762 -0.2 0.2 0.0 -0.497
H -0.416 1.827 3.489 0.2 0.0 -0.1 0.314
O -2.116 -3.847 3.167 -0.8 0.0 -0.2 -0.523
C -2.520 -3.145 2.004 1.0 0.6 -0.9 -0.657
C -1.796 -1.828 1.868 1.2 0.6 0.4 0.749
O -2.401 -0.806 2.661 -0.1 -0.1 -0.6 -0.673
H -2.804 -3.658 3.815 0.3 -0.1 0.2 0.345
H -2.202 -3.667 1.093 -0.1 -0.6 0.4 0.189
H -3.600 -3.004 1.929 -0.2 0.0 0.2 0.322
H -1.590 -1.516 0.831 -1.2 -0.1 0.1 -0.329
H -0.745 -1.946 2.171 -0.3 -0.4 0.5 0.408
H -1.733 -0.110 2.731 -0.1 0.1 0.4 0.297
O -0.504 4.308 1.354 0.3 0.4 -0.2 -0.495
C -1.128 4.869 0.206 0.3 0.0 0.3 -0.090
C -0.136 5.429 -0.804 0.3 0.2 0.3 -0.601
O 0.746 4.388 -1.215 -0.6 0.1 -0.4 -0.489
H 0.432 4.152 1.138 -0.2 -0.3 0.2 0.342
H -1.680 4.052 -0.263 -0.3 0.2 -0.3 0.003
H -1.829 5.638 0.534 -0.1 0.0 0.0 0.362
H 0.500 6.227 -0.411 0.0 -0.2 0.5 0.318
H -0.650 5.945 -1.626 -0.2 -0.5 -0.2 0.330
H 0.157 3.747 -1.656 0.4 0.0 0.2 0.355
O 2.594 0.877 -0.689 -0.3 -0.1 0.6 -0.300
C 3.960 0.528 -0.418 -0.5 -0.1 -1.4 -0.132
C 4.270 -0.949 -0.594 0.4 -0.6 0.2 -0.560
O 3.948 -1.426 -1.890 0.1 0.2 -0.2 -0.543
H 2.139 0.230 -1.253 0.5 0.0 0.1 0.203
H 4.560 1.016 -1.198 0.1 0.2 0.3 0.189
H 4.225 0.934 0.556 0.0 -0.2 0.1 0.384
H 3.855 -1.658 0.128 -0.3 0.5 0.4 0.114
H 5.357 -1.049 -0.509 0.0 0.0 0.0 0.406
H 2.999 -1.576 -1.954 -0.1 0.1 0.0 0.326
O 0.967 -5.480 -0.981 0.1 0.1 -0.1 -0.532
C 1.374 -4.349 -0.229 -0.1 0.3 0.9 -0.745
C 0.475 -3.172 -0.567 -0.3 0.2 -0.6 0.458
O 0.744 -2.076 0.268 0.8 0.0 0.2 -0.221
H 0.954 -6.227 -0.381 0.0 -0.1 -0.1 0.338
H 1.315 -4.558 0.845 -0.1 0.1 -0.1 0.448
H 2.416 -4.072 -0.425 0.0 -0.1 -0.2 0.128
H -0.585 -3.444 -0.482 0.0 -0.4 0.0 -0.028
H 0.660 -2.948 -1.627 -0.1 0.2 0.0 0.123
H 0.230 -1.281 0.039 0.3 -0.3 -0.3 -0.077
O -3.855 -0.872 -0.369 -0.2 -0.2 0.1 -0.645
H -4.137 -1.761 -0.616 -0.1 0.1 0.0 0.277
H -4.058 -0.800 0.575 0.3 0.1 0.0 0.289
O -3.586 0.928 -2.479 -0.3 0.1 0.5 -0.615
H -4.386 1.412 -2.718 0.1 -0.1 0.0 0.295
H -3.818 0.453 -1.648 0.2 0.1 -0.5 0.390
O -1.553 -1.659 -2.800 -0.2 -0.1 -0.1 -0.516
H -2.053 -2.305 -2.289 0.1 -0.1 0.0 0.246
H -1.918 -1.711 -3.694 0.0 0.1 0.1 0.225
O 1.019 -0.373 -2.832 0.0 0.0 -0.1 -0.723
H 0.583 0.416 -2.484 0.0 -0.1 -0.2 0.251
H 0.295 -1.004 -2.973 0.1 0.2 0.2 0.341
O -1.191 2.582 -2.310 -0.2 0.0 -0.1 -0.526
H -1.257 2.847 -3.236 0.0 -0.1 0.1 0.235
H -2.102 2.344 -2.059 0.1 -0.2 -0.3 0.227
O -0.723 0.238 -0.416 -0.3 0.0 -0.3 0.131
H -1.308 -0.120 -1.105 0.0 0.1 0.1 0.013
H -0.623 1.170 -0.645 0.1 0.1 0.1 -0.079
```
Forces are in eV/Å.

Computed properties:
Energy above the lowest of the compared OMol25 structures with the same formula, charge and spin: 0.920 eV
Total energy: -43809.489 eV
Net charge: 0
SMILES: OCCO.OCCO.OCCO.OCCO.OCCO.O.O.O.O.O.O
Multiplicity: 1

---

Below is a cluster of 7 separate species, C23H50BO14 in total, with properties calculated with ωB97M-V/def2-TZVPD.

XYZ file:
```
88
Properties=species:S:1:pos:R:3:forces:R:3:mulliken_charge:R:1
O -0.539 2.740 -4.216 0.8 -2.3 3.0 -0.604
C -0.559 2.048 -3.188 -1.1 1.6 -0.3 0.569
O 0.359 1.810 -2.218 -0.9 0.7 -1.1 -0.424
B -0.253 0.989 -1.105 0.3 0.3 -0.8 0.930
O -1.685 0.904 -1.414 0.7 0.5 0.5 -0.450
C -1.917 1.454 -2.589 -1.9 0.2 -1.4 0.629
O -3.032 1.511 -3.093 2.1 0.1 0.6 -0.642
O 0.123 1.458 0.309 -1.0 0.4 -1.5 -0.409
C 0.822 0.517 0.853 2.8 -1.7 3.4 0.580
O 1.416 0.485 1.963 -2.3 0.7 -3.4 -0.659
C 0.967 -0.654 -0.166 2.3 -1.2 1.0 0.610
O 0.344 -0.331 -1.258 -0.4 -0.3 0.1 -0.501
O 1.704 -1.614 -0.001 -1.4 1.1 -0.2 -0.634
C -10.680 0.031 -2.093 0.3 0.5 0.6 -1.048
C -9.452 0.867 -1.716 -0.1 0.2 -0.5 -0.279
O -9.653 1.436 -0.439 -0.2 -0.4 -0.1 -0.283
C -8.590 2.141 0.128 0.0 1.0 1.0 -0.327
C -9.117 2.890 1.366 0.5 -0.5 -0.9 -1.136
H -11.508 0.477 -1.543 -0.2 0.1 -0.2 0.289
H -10.843 0.154 -3.163 -0.2 -0.5 0.1 0.316
H -10.647 -1.007 -1.761 0.2 0.0 -0.3 0.287
H -8.500 0.343 -1.799 0.1 -0.4 0.3 0.335
H -9.380 1.659 -2.461 0.1 0.4 0.0 0.261
H -7.791 1.509 0.515 0.1 -0.6 -0.3 0.298
H -8.090 2.867 -0.512 -0.3 0.0 -0.7 0.334
H -9.953 3.558 1.161 -0.1 -0.2 -0.1 0.311
H -8.272 3.509 1.670 -0.1 -0.1 0.7 0.363
H -9.382 2.092 2.060 -0.1 0.5 0.5 0.280
C 0.172 -4.075 -6.483 -0.4 0.7 -0.4 -1.175
C -0.129 -4.926 -5.254 0.0 -0.9 0.5 -0.257
O -1.515 -5.213 -5.212 -0.9 1.2 -0.2 -0.332
C -2.064 -5.495 -3.945 1.3 -0.6 0.6 -0.131
C -3.484 -5.863 -4.049 -1.1 -0.2 -1.2 -1.223
H -0.406 -4.290 -7.382 0.0 -1.1 0.1 0.317
H -0.205 -3.058 -6.371 0.3 0.2 0.8 0.288
H 1.207 -3.987 -6.814 0.1 -0.3 0.5 0.359
H 0.344 -5.902 -5.148 0.6 -0.4 -1.1 0.301
H 0.229 -4.541 -4.299 -0.3 1.2 0.0 0.339
H -1.514 -6.357 -3.568 0.2 -0.2 0.5 0.270
H -2.008 -4.726 -3.175 0.7 0.7 -0.3 0.284
H -4.004 -5.109 -4.640 -0.1 0.2 0.1 0.311
H -3.973 -5.938 -3.078 0.1 -0.2 -0.1 0.363
H -3.559 -6.782 -4.630 -0.3 -0.2 0.2 0.287
C 6.352 -3.775 5.282 -0.7 0.4 -0.8 -0.984
C 7.750 -3.210 5.043 -1.4 0.0 1.8 -0.285
O 8.035 -2.330 6.172 0.3 -2.5 0.6 -0.354
C 7.446 -1.057 6.202 1.4 0.7 -3.4 -0.223
C 7.698 -0.342 7.472 -1.2 -0.7 1.3 -1.187
H 5.971 -4.369 4.451 0.2 0.1 -0.4 0.359
H 6.245 -4.456 6.127 0.4 0.4 0.3 0.263
H 5.694 -2.910 5.370 -0.4 -0.3 0.3 0.279
H 8.351 -4.119 5.086 1.0 0.7 0.0 0.245
H 7.809 -2.674 4.096 0.2 0.0 -0.1 0.313
H 8.056 -0.622 5.410 -0.1 1.3 -0.3 0.262
H 6.460 -0.977 5.744 -0.6 -0.4 0.8 0.373
H 8.754 -0.403 7.738 -0.2 0.3 0.1 0.270
H 7.084 -0.844 8.220 0.4 -0.4 0.5 0.300
H 7.241 0.644 7.556 0.6 0.3 -0.7 0.371
C -0.053 -1.457 8.814 -1.0 -0.2 -0.9 -1.236
C 0.107 0.015 8.996 -0.5 0.2 -1.5 0.543
C -0.721 0.540 10.127 0.1 1.2 1.6 -1.285
O 1.477 0.297 8.983 1.2 0.8 1.2 -0.575
H 0.388 -2.020 9.637 -0.2 -0.1 -0.1 0.319
H 0.356 -1.733 7.843 0.5 -0.3 0.2 0.390
H -1.118 -1.630 8.660 -0.2 -0.5 0.5 0.328
H -0.273 0.529 8.113 -0.4 -0.1 -0.3 0.178
H -0.386 1.471 10.584 0.8 0.1 -0.3 0.374
H -0.792 -0.124 10.989 -0.2 -0.3 -0.2 0.292
H -1.706 0.889 9.818 -0.2 -0.8 -0.3 0.348
H 1.791 0.154 8.088 0.0 0.0 0.0 0.324
C 4.434 6.146 0.591 -0.8 0.8 -0.1 -1.021
C 3.047 6.813 0.327 0.9 -1.0 0.9 -0.213
O 2.930 7.183 -1.029 -0.1 0.3 -0.1 -0.505
H 4.561 5.282 -0.062 0.0 0.2 -0.2 0.273
H 4.579 5.780 1.607 -0.4 0.1 0.1 0.334
H 5.209 6.894 0.426 0.1 -0.2 -0.3 0.278
H 2.871 7.719 0.908 0.4 0.0 0.5 0.297
H 2.258 6.117 0.612 -0.1 -0.2 -0.1 0.238
H 2.319 7.919 -0.950 -0.1 0.1 -0.8 0.318
C 1.877 2.141 -11.750 -0.2 -0.1 -0.9 -0.939
C 3.177 1.415 -11.467 -0.8 0.5 0.3 -0.203
O 4.138 2.259 -10.840 0.1 -0.6 0.2 -0.515
H 1.912 2.603 -12.736 0.1 0.5 0.1 0.281
H 1.601 2.877 -10.994 0.0 -0.2 0.0 0.291
H 1.104 1.386 -11.889 -0.3 0.0 0.4 0.305
H 3.471 0.933 -12.399 0.7 0.1 0.0 0.240
H 2.905 0.613 -10.781 0.6 0.1 0.3 0.253
H 4.611 2.847 -11.434 -0.3 -0.2 -0.4 0.288
```
Forces are in eV/Å.

Computed properties:
Total energy: -54006.366 eV
Net charge: -1
Multiplicity: 1

---

Max |F| / eV Å⁻¹: 1.49 4.76
Gap between HOMO and LUMO / eV: 9.14 9.20
LUMO / Ha: -0.0152 0.0767